101
Properties=species:S:1:pos:R:3:mulliken_charge:R:1 method="wB97M-V/def2-TZVPD" multiplicity=5 e_lumo_ev="-7.85 / -10.66" charge=+3 energy_ha=-3029.21451 de_lowest_kj_mol=59.2
I -1.464 1.820 0.718 0.284
Ru 0.339 -0.265 -0.197 -0.520
S 3.274 1.428 1.239 -0.007
P -0.419 -0.185 -2.784 0.019
P 0.603 -2.128 1.545 1.614
O 2.023 0.530 1.188 -0.678
N -1.556 -2.828 0.234 0.833
N 0.946 2.107 -0.813 1.920
N -2.285 -1.516 -1.492 0.931
C 1.969 2.692 -1.447 -1.037
C 3.390 -2.350 2.030 -1.537
C 2.702 3.009 1.885 0.517
C -2.720 -3.341 -0.215 1.135
C 2.087 4.069 -1.550 -0.986
C 4.244 0.930 2.701 -0.004
C -1.497 0.876 -5.141 -1.890
C 0.804 1.683 -4.564 -1.672
C 0.276 -1.836 -5.062 -2.071
C -3.181 -2.510 -1.308 0.615
C 0.783 -0.328 3.735 -1.488
C -4.585 -4.755 -0.505 -0.782
C 5.715 0.772 2.352 -1.358
C 2.204 -3.111 1.452 1.697
C 2.466 -3.362 -0.036 -2.069
C -1.183 2.485 -3.300 -1.598
C 2.107 -4.468 2.171 -1.679
C 0.526 -1.602 -3.566 2.418
C 0.060 4.277 -0.286 -0.701
C 0.048 2.897 -0.246 -0.626
C 0.156 -2.912 -2.859 -1.766
C 2.011 -1.303 -3.317 -1.604
C -3.436 -4.477 0.184 -0.869
C 0.293 -2.699 4.298 -1.774
C 0.063 -1.592 3.261 1.725
C -5.040 -3.934 -1.591 -0.709
C -0.630 -3.448 1.148 -1.804
C -4.354 -2.823 -2.004 -1.094
C 1.113 4.872 -0.971 -0.634
C -2.193 -0.686 -2.676 -1.795
C -1.442 -1.286 3.180 -1.587
C -0.552 1.269 -3.986 2.164
C 3.837 4.021 1.985 -1.472
B -1.202 -1.623 -0.508 -0.044
H 3.803 -0.004 3.031 -0.280
H -4.709 -2.209 -2.820 0.571
H 3.239 -2.097 3.080 0.327
H 0.655 2.592 -5.149 0.545
H -1.115 -3.815 2.053 0.828
H 2.593 -2.427 -0.588 0.269
H 1.950 3.360 1.186 -0.310
H -0.765 -2.084 -5.268 0.420
H 2.703 2.027 -1.887 0.560
H 4.074 1.669 3.482 0.754
H -5.179 -5.619 -0.239 0.482
H 2.611 -2.152 -3.650 0.536
H -2.060 -2.164 2.995 0.320
H 1.994 -4.374 3.246 0.377
H 4.594 3.730 2.712 0.396
H 1.352 -2.843 4.506 0.382
H 3.047 -4.994 1.992 0.571
H -1.236 -0.051 -5.640 0.339
H 0.335 -2.871 -1.783 -0.168
H -1.668 -0.537 2.420 -0.149
H 2.358 -0.424 -3.856 0.276
H 4.272 -2.990 1.972 0.550
H 0.570 -1.001 -5.690 0.421
H 6.153 1.706 1.999 0.386
H -3.092 -5.106 0.994 0.564
H -1.442 1.671 -5.887 0.585
H 4.322 4.178 1.021 0.364
H 1.857 -0.480 3.827 0.366
H 0.790 -3.708 -3.257 0.871
H -2.055 2.235 -2.691 0.297
H -0.144 -3.658 4.018 0.317
H 1.537 1.912 -3.791 0.073
H 5.859 0.018 1.577 0.294
H -5.959 -4.215 -2.087 0.483
H -0.145 -4.293 0.661 0.610
H -0.879 -3.205 -3.045 0.190
H -0.180 -2.389 5.231 0.521
H 1.682 -3.952 -0.513 0.364
H 2.218 -1.154 -2.251 -0.033
H 2.925 4.501 -2.081 0.587
H 0.875 -2.696 -5.369 0.519
H 1.171 5.950 -1.046 0.523
H 3.592 -1.450 1.457 0.034
H 3.393 -3.930 -0.133 0.595
H -2.500 -1.246 -3.561 0.646
H 1.316 -5.113 1.791 0.313
H -0.716 4.863 0.186 0.622
H 6.264 0.459 3.239 0.454
H 3.429 4.976 2.313 0.435
H -2.821 0.203 -2.602 0.567
H 2.222 2.798 2.845 0.575
H -1.526 3.166 -4.081 0.607
H -1.753 -0.879 4.144 0.640
H 0.611 0.519 3.074 -0.086
H -2.538 0.825 -4.820 0.361
H 0.399 -0.081 4.727 0.669
H 1.228 0.939 -5.233 0.368
H -0.466 3.029 -2.699 0.283

=====

103
Properties=species:S:1:pos:R:3:mulliken_charge:R:1 method="wB97M-V/def2-TZVPD" e_lumo_ev=-2.99 charge=+1 energy_ha=-2338.12918
P -0.548 4.598 5.449 0.824
O 3.315 7.416 4.801 -0.582
O -0.929 4.781 6.968 -0.517
O 3.205 3.902 6.111 0.020
O -1.199 5.496 4.519 -0.666
O -0.558 3.046 5.167 -0.383
N -2.650 -4.439 -1.801 -0.607
N -2.053 -0.574 -4.778 -0.513
N 1.553 -5.658 -7.113 -0.463
N 1.222 4.935 5.460 0.888
N -6.797 -4.686 -5.602 -0.518
N 1.527 -1.519 0.131 -0.465
C -0.960 -1.828 0.861 -0.224
C 1.914 4.111 6.529 -1.148
C -0.934 -3.598 -3.581 -0.103
C -6.230 -5.084 -4.686 0.239
C -5.370 -7.123 -3.532 -0.611
C 1.296 6.431 5.793 -1.308
C 0.433 -1.656 0.451 0.297
C 1.789 4.714 4.058 -1.339
C 4.412 3.400 3.212 -0.096
C 2.677 8.146 6.997 -1.565
C -5.494 -5.596 -3.532 0.355
C 1.873 3.266 3.565 -0.310
C 2.706 6.981 6.010 0.860
C -5.526 -0.746 -4.797 -0.500
C 3.065 2.093 1.727 -0.438
C 3.160 2.928 2.832 0.443
C -3.078 -0.960 -5.123 0.204
C 4.050 3.374 7.140 -0.913
C 5.439 2.203 1.401 -0.442
C -4.390 -1.423 -5.571 -0.030
C 1.073 -4.666 -2.446 -1.224
C 3.703 -4.186 -6.971 -0.435
C -1.921 -4.037 -2.594 0.243
C 5.542 3.039 2.497 -1.025
C -6.714 -7.822 -3.375 -1.175
C -1.682 -0.488 1.032 -0.642
C -5.507 -1.077 -3.311 -0.875
C -1.112 0.355 2.167 -0.622
C 2.621 -2.124 -7.997 -1.184
C 2.508 -5.024 -7.062 0.250
C 0.233 -4.581 -3.713 -0.215
C 4.193 1.727 1.020 -0.760
C 3.350 -2.705 -6.792 -0.303
H -1.423 2.762 4.826 0.329
H 6.323 1.928 0.842 0.397
H 4.278 -2.158 -6.618 0.311
H 4.946 3.017 6.642 0.244
H -1.444 -3.483 -4.538 0.150
H 0.680 6.588 6.675 0.537
H -4.436 -2.506 -5.448 0.019
H 1.450 -3.681 -2.162 0.263
H -5.560 -2.152 -3.146 0.101
H -5.995 -5.256 -2.623 0.362
H -4.595 -0.713 -2.834 0.278
H 2.362 9.055 6.486 0.359
H 3.682 8.312 7.384 0.396
H -5.457 0.335 -4.934 0.332
H 6.506 3.419 2.813 0.403
H 2.765 5.185 4.029 0.743
H 3.564 2.542 7.656 0.372
H 1.113 5.293 3.425 0.666
H -7.215 -7.507 -2.458 0.312
H -4.887 -7.445 -4.456 0.319
H -0.071 0.623 1.974 -0.017
H 3.214 -2.238 -8.905 0.323
H 1.371 3.166 6.643 0.718
H -1.632 0.070 0.096 0.339
H -6.466 -1.068 -5.245 0.329
H 4.302 4.156 7.861 0.340
H 1.928 -5.323 -2.597 0.397
H 2.703 7.398 4.060 0.410
H 2.031 7.946 7.852 0.403
H -4.706 -7.398 -2.712 0.348
H -1.685 1.278 2.278 0.328
H 2.095 1.713 1.426 0.161
H 0.852 -4.247 -4.546 -0.008
H 2.426 -1.062 -7.855 0.334
H -2.736 -0.696 1.220 0.344
H -1.150 -0.187 3.116 0.345
H -0.978 -2.397 1.792 0.331
H -1.470 -2.431 0.107 0.022
H 3.352 6.201 6.415 -0.064
H 1.059 3.095 2.858 0.485
H 4.112 1.074 0.160 0.426
H -0.142 -5.569 -3.983 0.383
H 2.740 -2.586 -5.894 0.204
H 1.711 2.563 4.380 0.342
H 0.494 -5.061 -1.609 0.333
H 1.852 4.679 7.465 0.382
H -4.482 -1.224 -6.639 0.338
H -4.504 -5.138 -3.532 -0.341
H -7.376 -7.601 -4.214 0.329
H 4.305 -4.543 -6.134 0.279
H 4.295 -4.329 -7.876 0.369
H 1.662 -2.620 -8.155 0.348
H 0.812 6.945 4.961 0.616
H 4.522 4.061 4.061 0.366
H -6.584 -8.903 -3.330 0.355
H -6.356 -0.618 -2.804 0.353
H -0.788 4.003 7.525 0.377
H -0.576 -2.606 -3.301 0.361

=====

118
Properties=species:S:1:pos:R:3:mulliken_charge:R:1 method="wB97M-V/def2-TZVPD" e_lumo_ev=-0.19 charge=0 energy_ha=-3323.63900 de_lowest_kj_mol=0.0
O 3.548 -1.318 1.937 0.112
O -2.529 -1.482 2.723 0.062
O -1.914 -2.291 4.728 -0.374
O -1.775 5.073 5.070 -0.341
O -4.260 1.776 -0.079 -0.562
O -3.415 6.389 5.517 -0.405
O 2.937 -1.190 -2.250 -0.471
O -2.008 1.964 -0.636 -0.067
O 3.044 -2.839 -0.629 0.033
O 4.936 0.196 1.213 -0.081
O 2.140 3.070 -2.793 -0.102
O 1.778 5.037 -4.001 -0.583
O 3.634 -3.262 -2.603 -0.392
O -3.345 5.506 3.491 -0.593
O -3.145 3.706 0.094 -0.370
O 0.565 -2.019 -4.197 -0.067
O 3.833 4.161 -3.531 -0.375
O -1.231 -1.285 -5.582 -0.608
O 1.223 1.170 1.280 -0.465
O -4.385 -5.592 -0.713 -0.591
O 5.180 -0.625 3.376 -0.598
O -0.067 -0.519 1.432 -0.155
O -2.689 -4.867 -2.273 -0.117
O -4.744 -3.816 -2.042 -0.317
O -0.295 1.065 3.019 -0.665
O -4.112 -1.761 4.339 -0.619
O -0.167 -0.009 -4.010 0.195
C 0.459 -3.337 -4.659 -0.731
C -0.302 -1.143 -0.953 -1.075
C -4.457 7.291 5.086 -0.158
C -2.828 5.703 4.587 0.792
C 0.618 -0.684 0.187 2.016
C 0.263 0.633 1.992 0.602
C -1.140 4.135 4.241 -0.578
C 2.686 -5.113 0.278 -1.289
C 3.226 -2.331 -1.774 0.255
C -3.950 -4.822 -1.596 0.663
C 4.335 2.952 -3.127 -0.079
C -3.465 -1.979 -2.737 -0.399
C -4.270 -2.052 1.107 -1.295
C -3.870 8.556 4.369 -1.147
C 3.634 -4.140 -0.447 0.448
C -1.904 -6.046 -2.234 -0.715
C -0.393 -1.172 -4.672 0.459
C -0.617 1.217 -4.621 -0.736
C 2.472 4.155 -3.503 0.475
C -0.633 -2.405 4.219 -0.205
C 3.079 -2.162 3.042 -0.861
C -1.007 2.986 -0.433 0.690
C -1.809 4.184 0.005 -0.316
C 5.963 1.042 1.261 -0.419
C 1.551 0.503 0.097 0.297
C 3.222 2.185 -2.386 0.410
C 6.300 1.694 -0.064 -0.875
C -3.489 -0.954 1.845 0.291
C 3.888 -4.473 -1.895 -0.583
C -3.265 2.424 -0.221 0.484
C -4.401 -3.036 -3.196 -0.461
C -2.936 -1.853 3.915 0.537
C 4.603 -0.581 2.280 0.442
H -0.903 -5.666 -2.435 0.091
H -3.985 -3.821 -3.827 0.274
H 1.085 -4.048 -4.120 0.163
H 6.801 0.491 1.687 0.318
H 3.135 1.144 -2.696 0.072
H -2.954 8.888 4.857 0.344
H -0.077 2.083 -4.237 0.066
H -1.653 1.363 -4.315 0.288
H -0.564 3.236 -1.397 -0.056
H 4.939 -4.689 -2.086 0.291
H -0.074 -1.470 4.183 0.109
H -0.897 -0.245 -1.116 0.391
H -4.963 -2.617 1.731 0.435
H 4.799 2.384 -3.933 0.247
H -4.995 -1.724 0.363 0.374
H 2.191 -2.754 2.821 0.103
H 5.482 2.347 -0.368 -0.024
H -1.506 4.509 1.000 0.027
H -0.561 -3.719 -4.674 0.270
H 2.624 0.325 0.019 -0.016
H -5.236 -2.603 -3.746 0.349
H 4.583 -4.027 0.076 0.287
H -1.062 -1.890 -0.724 0.265
H -1.852 3.430 3.813 0.324
H -1.677 5.048 -0.646 0.351
H -3.967 -1.247 -2.104 0.256
H -3.536 -2.755 0.715 0.254
H 1.234 -1.576 0.294 -0.791
H 2.294 -4.563 1.134 0.138
H -2.230 -6.827 -2.922 0.289
H 3.397 2.353 -1.323 -0.141
H 0.267 -1.382 -1.852 -0.182
H 3.251 -5.292 -2.231 0.328
H 5.137 3.085 -2.402 0.194
H -0.045 -3.061 4.862 0.319
H 3.182 -6.054 0.519 0.438
H 2.722 -1.562 3.880 0.348
H 3.819 -2.816 3.503 0.433
H 0.762 -3.436 -5.701 0.329
H -0.264 2.848 0.353 -0.101
H 1.752 -5.277 -0.260 0.357
H -2.600 -2.314 -2.166 -0.022
H -4.644 9.265 4.073 0.364
H -0.516 4.573 3.462 0.265
H -0.608 3.500 4.949 0.260
H -3.408 8.305 3.414 0.310
H -5.109 6.772 4.384 0.267
H -0.599 1.194 -5.710 0.350
H -4.083 -0.142 2.266 0.438
H 7.055 2.472 0.045 0.473
H -1.957 -6.427 -1.214 0.366
H -0.754 -2.808 3.214 0.131
H -3.111 -1.304 -3.517 0.327
H 1.285 0.936 -0.867 -0.361
H 5.795 1.863 1.958 0.323
H -2.978 -0.476 1.009 -0.383
H -5.007 7.609 5.971 0.313
H 6.485 0.957 -0.845 0.350